Molecular formula: C21H45N5O5S4
Method: DFT, ωB97M-V with the def2-TZVPD basis set

XYZ file:
```
80
Properties=species:S:1:pos:R:3:forces:R:3:lowdin_charge:R:1
C -20.475 6.604 0.270 -0.8 0.1 0.2 -0.058
C -20.919 7.027 -1.062 0.3 0.0 0.3 -0.234
N -21.314 7.303 -2.103 0.0 0.1 0.0 0.159
H -19.545 7.036 0.624 0.2 0.0 -0.5 0.082
H -20.455 5.516 0.291 0.2 0.0 0.0 0.084
H -21.233 6.921 0.990 -0.1 0.0 -0.1 0.087
C -22.304 12.887 -3.790 1.0 0.9 0.1 -0.059
C -21.072 12.644 -4.536 -0.1 -0.4 -0.1 -0.273
N -20.116 12.440 -5.135 0.1 0.0 0.0 0.141
H -22.024 13.657 -3.064 -0.3 -0.1 0.2 0.084
H -22.637 11.984 -3.290 -0.3 0.0 -0.2 0.063
H -23.002 13.368 -4.470 -0.3 -0.3 0.1 0.061
C -25.744 12.931 -4.794 0.2 -0.4 -0.2 -0.075
C -25.669 14.330 -5.195 0.1 -0.3 0.0 -0.279
N -25.631 15.426 -5.528 0.0 0.2 0.0 0.132
H -24.801 12.402 -4.938 0.1 0.2 0.1 0.052
H -26.434 12.394 -5.446 -0.3 0.1 0.2 0.058
H -26.021 12.840 -3.745 -0.2 0.0 -0.1 0.060
C -27.789 10.017 -0.072 0.2 0.2 -0.1 -0.078
C -26.470 9.694 0.441 0.1 -0.4 0.5 -0.307
N -25.443 9.367 0.839 0.0 0.2 0.0 0.128
H -28.037 11.036 0.210 0.0 0.0 -0.1 0.059
H -28.548 9.342 0.317 0.1 -0.2 -0.1 0.085
H -27.705 9.951 -1.156 -0.4 0.1 -0.1 0.051
C -24.729 14.495 -0.258 0.0 1.0 0.7 -0.062
C -25.720 13.524 -0.657 -0.1 -0.5 -0.1 -0.241
N -26.459 12.693 -0.945 0.1 0.3 -0.1 0.175
H -25.043 15.012 0.654 -0.2 -0.3 0.0 0.088
H -24.637 15.313 -0.971 0.2 -0.3 -0.3 0.087
H -23.780 14.022 -0.019 0.1 0.0 -0.3 0.087
C -20.755 7.316 -5.511 -0.3 -0.7 -0.5 -0.255
S -20.979 6.100 -6.870 0.8 -0.7 1.3 0.822
O -20.044 4.958 -6.542 -0.5 0.8 -0.5 -0.575
C -22.589 5.476 -6.310 -0.4 0.0 0.3 -0.283
H -19.774 7.782 -5.550 -0.1 0.1 -0.4 0.056
H -20.797 6.744 -4.587 -0.3 0.1 0.1 0.020
H -21.574 8.028 -5.619 0.1 0.2 0.4 0.024
H -23.435 6.100 -6.607 0.2 0.0 -0.4 0.039
H -22.663 5.368 -5.225 0.5 0.1 0.0 0.045
H -22.657 4.474 -6.730 -0.1 0.1 -0.2 0.046
C -29.795 9.564 -5.659 -0.1 0.7 0.2 -0.258
S -28.041 9.779 -5.266 0.1 -0.7 0.1 0.826
O -27.871 9.617 -3.783 -0.3 0.1 -0.7 -0.549
C -27.495 8.200 -5.973 0.0 -0.4 0.3 -0.246
H -30.260 10.395 -5.127 -0.2 -0.2 0.1 0.050
H -30.197 8.606 -5.337 0.2 0.0 0.2 0.056
H -30.018 9.714 -6.716 0.4 0.0 -0.1 0.058
H -27.439 8.191 -7.060 0.0 0.3 0.0 0.057
H -28.175 7.413 -5.643 -0.1 0.1 0.0 0.047
H -26.528 7.971 -5.525 0.1 0.2 -0.2 0.029
C -24.403 10.674 -8.387 0.6 0.0 0.8 -0.256
S -22.730 11.088 -8.987 0.6 0.9 0.3 0.829
O -22.610 12.596 -9.016 -0.4 -1.3 0.1 -0.566
C -21.763 10.524 -7.546 0.2 -0.4 0.3 -0.268
H -24.338 9.835 -7.690 0.1 -0.1 -0.2 0.036
H -25.057 10.430 -9.215 -0.1 0.3 -0.1 0.039
H -24.706 11.536 -7.791 -0.2 0.1 -0.3 0.044
H -20.779 10.989 -7.587 -0.1 0.3 -0.2 0.046
H -21.580 9.447 -7.593 -0.2 0.0 -0.4 0.030
H -22.167 10.709 -6.549 -0.4 0.4 -0.2 0.030
C -28.878 3.716 -3.149 0.0 1.2 -1.1 -0.265
S -27.501 4.846 -2.850 0.1 -0.9 1.0 0.792
O -27.323 4.791 -1.361 0.2 0.4 -0.7 -0.558
C -26.146 3.859 -3.561 0.6 0.2 -0.2 -0.260
H -28.818 2.846 -2.508 0.1 -0.2 -0.1 0.061
H -28.899 3.575 -4.235 0.1 -0.7 0.2 0.047
H -29.770 4.322 -2.982 0.0 -0.2 0.5 0.044
H -25.294 4.537 -3.667 -0.1 0.1 0.1 0.026
H -26.336 3.462 -4.559 -0.4 0.1 0.1 0.051
H -25.805 3.063 -2.901 -0.5 0.0 0.2 0.061
C -24.323 7.721 -3.630 -0.6 0.9 0.1 -0.017
C -24.222 9.227 -3.525 0.0 0.0 -0.3 -0.487
O -23.479 9.846 -4.256 0.2 0.3 -0.5 0.035
C -25.008 9.910 -2.449 -0.1 -0.8 -0.5 -0.026
H -24.068 7.385 -4.632 0.5 0.0 0.1 0.058
H -25.359 7.440 -3.435 0.1 -0.3 0.4 0.067
H -23.628 7.409 -2.850 -0.1 -0.7 -0.2 0.063
H -26.001 9.465 -2.464 -0.1 0.1 0.2 0.045
H -25.092 10.968 -2.662 0.2 0.1 0.3 0.055
H -24.537 9.648 -1.503 -0.1 0.4 0.2 0.077
```
Forces are in eV/Å.

Computed properties:
LUMO energy: -0.12 eV
ΔE to the lowest compared entry with this formula, charge and spin: 19.7 kJ/mol
Gap between HOMO and LUMO: 8.555 eV